[1]
Entry from the OMol25 dataset: C5H7N3O in the gas phase in a non-equilibrium geometry (ωB97M-V/def2-TZVPD).

Bonds (Å) are listed after each position.
Positions of all 16 atoms, in Å:
1 C 2.40 -0.11 -0.60  C2 1.544, H6 1.106, H7 1.082, H8 1.206
2 C 1.57 -0.47 0.65  C1 1.544, H9 1.114, H10 1.271, O16 1.346
3 C -0.63 -0.01 0.13  C5 1.314, N13 1.395, O16 1.240
4 C -1.87 1.68 0.15  H11 1.018, N13 1.391, N14 1.355
5 C -1.85 -0.42 -0.10  C3 1.314, N14 1.365, N15 1.300
6 H 2.05 -1.04 -1.09  C1 1.106
7 H 1.84 0.70 -1.06  C1 1.082
8 H 3.60 -0.11 -0.58  C1 1.206
9 H 1.98 -1.27 1.32  C2 1.114
10 H 1.30 0.61 1.27  C2 1.271
11 H -2.10 2.65 -0.06  C4 1.018
12 H -3.23 -1.73 -0.50  N15 1.147
13 N -0.55 1.35 0.46  C3 1.395, C4 1.391
14 N -2.72 0.64 -0.02  C4 1.355, C5 1.365
15 N -2.13 -1.68 -0.17  C5 1.300, H12 1.147
16 O 0.34 -0.78 0.20  C2 1.346, C3 1.240

Summary:
HOMO-LUMO gap (eV): 7.911
HOMO energy (Eh): -0.342
Charge: 0
Lowest unoccupied orbital energy (eV): -1.4

[2]
Entry from the OMol25 dataset: 9 unconnected molecules or ions with the total composition C33H96F3N8O11S in a non-equilibrium geometry (ωB97M-V/def2-TZVPD).

Bonds (Å) are listed after each position.
Positions of all 152 atoms, in Å:
1 C -8.33 5.83 19.49  C2 1.537, H10 1.088, H11 1.097, H12 1.080
2 C -7.13 5.38 18.63  C1 1.537, C3 1.497, N6 1.529, H13 1.090
3 C -7.41 5.56 17.17  C2 1.497, O4 1.400, H14 1.103, H15 1.097
4 O -6.30 5.12 16.43  C3 1.400, C5 1.423
5 C -6.48 5.28 15.03  O4 1.423, H16 1.099, H17 1.095, H18 1.083
6 N -5.85 6.11 19.05  C2 1.529, H7 1.023, H8 1.025, H9 1.023
7 H -5.65 7.06 18.73  N6 1.023
8 H -5.78 6.19 20.07  N6 1.025
9 H -5.05 5.51 18.84  N6 1.023
10 H -8.44 6.91 19.39  C1 1.088
11 H -7.96 5.71 20.51  C1 1.097
12 H -9.19 5.19 19.34  C1 1.080
13 H -6.88 4.36 18.89  C2 1.090
14 H -7.64 6.61 16.92  C3 1.103
15 H -8.30 4.98 16.92  C3 1.097
16 H -6.30 6.33 14.76  C5 1.099
17 H -7.51 5.12 14.71  C5 1.095
18 H -5.78 4.62 14.53  C5 1.083
19 C -3.42 12.51 16.05  C20 1.516, H28 1.090, H29 1.100, H30 1.088
20 C -2.50 11.54 15.35  C19 1.516, C21 1.526, N24 1.507, H31 1.089
21 C -2.20 10.35 16.25  C20 1.526, O22 1.399, H32 1.102, H33 1.096
22 O -1.67 9.30 15.48  C21 1.399, C23 1.402
23 C -1.43 8.13 16.21  O22 1.402, H34 1.101, H35 1.097, H36 1.087
24 N -3.06 11.03 14.04  C20 1.507, H25 1.026, H26 1.028, H27 1.019
25 H -2.84 11.77 13.36  N24 1.026
26 H -2.55 10.20 13.72  N24 1.028
27 H -4.06 10.88 13.99  N24 1.019
28 H -3.90 12.17 16.96  C19 1.090
29 H -4.29 12.70 15.40  C19 1.100
30 H -2.99 13.51 16.15  C19 1.088
31 H -1.54 11.99 15.10  C20 1.089
32 H -3.15 10.07 16.74  C21 1.102
33 H -1.49 10.61 17.05  C21 1.096
34 H -2.34 7.67 16.63  C23 1.101
35 H -0.78 8.28 17.08  C23 1.097
36 H -0.96 7.41 15.55  C23 1.087
37 C -1.48 7.93 22.10  C38 1.527, H46 1.091, H47 1.087, H48 1.094
38 C -0.82 8.02 20.72  C37 1.527, C39 1.500, N42 1.535, H49 1.088
39 C -0.06 9.27 20.41  C38 1.500, O40 1.412, H50 1.093, H51 1.103
40 O 0.44 9.09 19.10  C39 1.412, C41 1.412
41 C 1.25 10.17 18.68  O40 1.412, H52 1.091, H53 1.098, H54 1.096
42 N 0.16 6.85 20.67  C38 1.535, H43 1.023, H44 1.030, H45 1.022
43 H -0.28 5.93 20.54  N42 1.023
44 H 0.68 6.96 19.79  N42 1.030
45 H 0.80 6.79 21.47  N42 1.022
46 H -1.89 6.92 22.19  C37 1.091
47 H -2.25 8.66 22.33  C37 1.087
48 H -0.72 8.05 22.87  C37 1.094
49 H -1.57 7.83 19.95  C38 1.088
50 H 0.71 9.58 21.12  C39 1.093
51 H -0.87 10.02 20.37  C39 1.103
52 H 1.56 10.07 17.64  C41 1.091
53 H 2.22 10.17 19.20  C41 1.098
54 H 0.81 11.17 18.78  C41 1.096
55 C -5.95 8.41 23.68  C56 1.519, H64 1.102, H65 1.087, H66 1.083
56 C -6.51 9.54 24.52  C55 1.519, C57 1.498, N60 1.506, H67 1.099
57 C -7.91 9.42 25.04  C56 1.498, O58 1.395, H68 1.105, H69 1.097
58 O -8.28 10.61 25.65  C57 1.395, C59 1.414
59 C -9.61 10.60 26.12  O58 1.414, H70 1.087, H71 1.096, H72 1.096
60 N -5.58 9.97 25.63  C56 1.506, H61 1.028, H62 1.020, H63 1.023
61 H -5.53 9.25 26.37  N60 1.028
62 H -4.63 10.02 25.29  N60 1.020
63 H -5.95 10.82 26.07  N60 1.023
64 H -5.92 7.49 24.29  C55 1.102
65 H -4.88 8.50 23.49  C55 1.087
66 H -6.62 8.23 22.85  C55 1.083
67 H -6.53 10.38 23.81  C56 1.099
68 H -7.95 8.62 25.80  C57 1.105
69 H -8.57 9.05 24.24  C57 1.097
70 H -9.81 11.47 26.75  C59 1.087
71 H -9.86 9.75 26.76  C59 1.096
72 H -10.35 10.57 25.31  C59 1.096
73 C -9.36 14.74 18.49  C74 1.516, H82 1.094, H83 1.091, H84 1.089
74 C -10.76 14.24 18.78  C73 1.516, C75 1.488, N78 1.538, H85 1.091
75 C -11.02 13.68 20.13  C74 1.488, O76 1.407, H86 1.095, H87 1.100
76 O -12.29 13.06 20.09  C75 1.407, C77 1.416
77 C -12.66 12.45 21.31  O76 1.416, H88 1.089, H89 1.094, H90 1.095
78 N -11.83 15.30 18.46  C74 1.538, H79 1.024, H80 1.024, H81 1.026
79 H -11.69 15.91 17.65  N78 1.024
80 H -12.73 14.83 18.40  N78 1.024
81 H -11.88 15.96 19.24  N78 1.026
82 H -9.28 14.79 17.40  C73 1.094
83 H -8.60 14.00 18.73  C73 1.091
84 H -9.12 15.73 18.89  C73 1.089
85 H -11.01 13.53 17.99  C74 1.091
86 H -10.94 14.41 20.95  C75 1.095
87 H -10.32 12.86 20.32  C75 1.100
88 H -13.36 11.64 21.13  C77 1.089
89 H -13.22 13.13 21.97  C77 1.094
90 H -11.79 12.05 21.84  C77 1.095
91 C -13.74 5.82 16.21  C92 1.515, H100 1.088, H101 1.091, H102 1.094
92 C -12.37 6.46 16.28  C91 1.515, C93 1.515, N96 1.542, H103 1.091
93 C -11.71 6.37 17.64  C92 1.515, O94 1.429, H104 1.099, H105 1.093
94 O -10.40 6.93 17.67  C93 1.429, C95 1.412
95 C -10.35 8.32 17.92  O94 1.412, H106 1.087, H107 1.099, H108 1.098
96 N -11.48 5.82 15.20  C92 1.542, H97 1.020, H98 1.028, H99 1.019
97 H -10.90 5.02 15.46  N96 1.020
98 H -12.14 5.49 14.48  N96 1.028
99 H -10.94 6.53 14.69  N96 1.019
100 H -14.42 6.37 16.86  C91 1.088
101 H -13.73 4.75 16.40  C91 1.091
102 H -14.16 5.90 15.20  C91 1.094
103 H -12.41 7.50 15.94  C92 1.091
104 H -11.59 5.30 17.86  C93 1.099
105 H -12.33 6.66 18.49  C93 1.093
106 H -9.41 8.71 17.54  C95 1.087
107 H -10.48 8.50 19.00  C95 1.099
108 H -11.20 8.89 17.53  C95 1.098
109 C -5.73 13.77 22.91  C110 1.522, H118 1.096, H119 1.092, H120 1.085
110 C -7.06 14.28 22.38  C109 1.522, C111 1.525, N114 1.507, H121 1.093
111 C -8.20 14.16 23.38  C110 1.525, O112 1.404, H122 1.099, H123 1.103
112 O -9.51 14.27 22.90  C111 1.404, C113 1.435
113 C -10.43 14.10 23.99  O112 1.435, H124 1.088, H125 1.093, H126 1.090
114 N -6.95 15.70 21.89  C110 1.507, H115 1.032, H116 1.019, H117 1.025
115 H -6.71 16.32 22.69  N114 1.032
116 H -6.23 15.91 21.20  N114 1.019
117 H -7.85 16.09 21.61  N114 1.025
118 H -5.57 14.27 23.87  C109 1.096
119 H -4.89 14.08 22.28  C109 1.092
120 H -5.68 12.70 23.02  C109 1.085
121 H -7.38 13.64 21.54  C110 1.093
122 H -8.02 14.83 24.24  C111 1.099
123 H -8.04 13.12 23.73  C111 1.103
124 H -10.16 14.74 24.84  C113 1.088
125 H -10.55 13.05 24.24  C113 1.093
126 H -11.42 14.38 23.63  C113 1.090
127 C -2.22 13.23 20.05  C128 1.532, H136 1.099, H137 1.089, H138 1.088
128 C -1.36 14.02 21.04  C127 1.532, C129 1.524, N132 1.542, H139 1.088
129 C 0.13 13.71 21.01  C128 1.524, O130 1.402, H140 1.094, H141 1.098
130 O 0.51 13.90 19.68  C129 1.402, C131 1.427
131 C 1.93 13.84 19.49  O130 1.427, H142 1.090, H143 1.093, H144 1.092
132 N -1.46 15.50 20.62  C128 1.542, H133 1.022, H134 1.035, H135 1.015
133 H -1.15 16.14 21.36  N132 1.022
134 H -0.72 15.59 19.90  N132 1.035
135 H -2.35 15.75 20.20  N132 1.015
136 H -3.28 13.39 20.29  C127 1.099
137 H -2.16 12.15 20.20  C127 1.089
138 H -2.10 13.55 19.02  C127 1.088
139 H -1.79 14.01 22.04  C128 1.088
140 H 0.25 12.72 21.47  C129 1.094
141 H 0.64 14.47 21.62  C129 1.098
142 H 2.13 14.04 18.44  C131 1.090
143 H 2.37 12.86 19.68  C131 1.093
144 H 2.51 14.58 20.05  C131 1.092
145 C -5.95 11.13 20.05  F146 1.340, F147 1.328, F148 1.350, S149 1.902
146 F -6.96 10.92 20.91  C145 1.340
147 F -6.40 10.93 18.82  C145 1.328
148 F -5.63 12.44 20.16  C145 1.350
149 S -4.58 9.89 20.49  C145 1.902, O150 1.439, O151 1.458, O152 1.454
150 O -4.12 10.24 21.81  S149 1.439
151 O -5.23 8.59 20.44  S149 1.458
152 O -3.57 10.02 19.45  S149 1.454

Summary:
HOMO-LUMO gap (eV): 9.066
HOMO energy (Eh): -0.838
Charge: +7
Lowest unoccupied orbital energy (eV): -13.7

[3]
Entry from the OMol25 dataset: 9 unconnected molecules or ions with the total composition C18H39Cl6N3O15 in a non-equilibrium geometry (ωB97M-V/def2-TZVPD).

Bonds (Å) are listed after each position.
Positions of all 81 atoms, in Å:
1 Cl 1.55 4.32 -0.35  C2 1.797
2 C 0.93 4.14 -2.02  Cl1 1.797, C3 1.507, H5 1.090, H6 1.090
3 C -0.33 3.36 -1.72  C2 1.507, Cl4 1.800, H7 1.090, H8 1.090
4 Cl -0.91 2.42 -3.14  C3 1.800
5 H 1.71 3.60 -2.55  C2 1.090
6 H 0.74 5.19 -2.27  C2 1.090
7 H -1.07 4.13 -1.48  C3 1.090
8 H -0.25 2.65 -0.90  C3 1.090
9 Cl 3.25 -1.65 -3.72  C10 1.782
10 C 2.89 0.06 -4.08  Cl9 1.782, C11 1.568, H13 1.090, H14 1.090
11 C 3.66 0.91 -3.00  C10 1.568, Cl12 1.742, H15 1.090, H16 1.090
12 Cl 4.21 2.51 -3.40  C11 1.742
13 H 1.81 0.16 -4.11  C10 1.090
14 H 3.35 0.27 -5.05  C10 1.090
15 H 4.62 0.44 -2.79  C11 1.090
16 H 3.05 1.05 -2.11  C11 1.090
17 Cl 1.44 -1.05 6.34  C18 1.757
18 C 0.34 -0.26 5.21  Cl17 1.757, C19 1.517, H21 1.090, H22 1.090
19 C 0.19 1.24 5.36  C18 1.517, Cl20 1.798, H23 1.090, H24 1.090
20 Cl -1.08 1.82 4.23  C19 1.798
21 H -0.56 -0.87 5.32  C18 1.090
22 H 0.69 -0.73 4.29  C18 1.090
23 H 1.12 1.74 5.12  C19 1.090
24 H 0.06 1.63 6.37  C19 1.090
25 C -0.33 0.09 0.79  N26 1.488, H29 1.090, H30 1.090, H31 1.090
26 N 1.04 -0.09 0.26  C25 1.488, O27 1.206, O28 1.224
27 O 1.93 0.33 0.97  N26 1.206
28 O 1.23 -0.68 -0.80  N26 1.224
29 H -0.73 0.83 0.10  C25 1.090
30 H -0.15 0.45 1.80  C25 1.090
31 H -0.90 -0.82 0.59  C25 1.090
32 C -3.86 -1.59 1.86  N33 1.525, H36 1.090, H37 1.090, H38 1.090
33 N -3.95 -1.35 3.36  C32 1.525, O34 1.219, O35 1.216
34 O -2.92 -0.88 3.82  N33 1.219
35 O -4.91 -1.74 4.00  N33 1.216
36 H -4.63 -0.96 1.41  C32 1.090
37 H -4.09 -2.65 1.71  C32 1.090
38 H -2.88 -1.33 1.46  C32 1.090
39 C -3.66 3.84 2.35  N40 1.507, H43 1.090, H44 1.090, H45 1.090
40 N -3.75 2.33 2.36  C39 1.507, O41 1.232, O42 1.179
41 O -2.93 1.83 1.58  N40 1.232
42 O -4.60 1.70 2.87  N40 1.179
43 H -2.76 4.24 1.88  C39 1.090
44 H -3.82 4.12 3.39  C39 1.090
45 H -4.43 4.29 1.72  C39 1.090
46 C -2.33 -3.18 -3.75  O47 1.362, H52 1.090, H53 1.090, H54 1.090
47 O -1.36 -2.90 -2.84  C46 1.362, C48 1.271
48 C -0.28 -3.56 -2.73  O47 1.271, O49 1.259, O50 1.348
49 O 0.14 -4.48 -3.48  C48 1.259
50 O 0.43 -3.08 -1.69  C48 1.348, C51 1.446
51 C 1.72 -3.64 -1.38  O50 1.446, H55 1.090, H56 1.090, H57 1.090
52 H -2.09 -4.06 -4.35  C46 1.090
53 H -2.38 -2.38 -4.49  C46 1.090
54 H -3.22 -3.39 -3.16  C46 1.090
55 H 2.43 -2.96 -1.87  C51 1.090
56 H 1.71 -4.73 -1.42  C51 1.090
57 H 1.84 -3.37 -0.33  C51 1.090
58 C 5.74 -0.58 0.27  O59 1.439, H64 1.090, H65 1.090, H66 1.090
59 O 6.47 -0.81 1.49  C58 1.439, C60 1.244
60 C 6.80 0.14 2.23  O59 1.244, O61 1.234, O62 1.317
61 O 6.58 1.35 2.17  C60 1.234
62 O 7.62 -0.35 3.13  C60 1.317, C63 1.367
63 C 8.52 0.46 3.75  O62 1.367, H67 1.090, H68 1.090, H69 1.090
64 H 6.45 0.06 -0.27  C58 1.090
65 H 4.76 -0.18 0.51  C58 1.090
66 H 5.68 -1.49 -0.34  C58 1.090
67 H 8.01 1.18 4.40  C63 1.090
68 H 9.15 1.00 3.04  C63 1.090
69 H 9.37 0.04 4.29  C63 1.090
70 C -7.42 -0.48 -3.40  O71 1.432, H76 1.090, H77 1.090, H78 1.090
71 O -6.41 -0.26 -2.41  C70 1.432, C72 1.321
72 C -5.17 -0.67 -2.59  O71 1.321, O73 1.256, O74 1.360
73 O -4.80 -1.50 -3.47  C72 1.256
74 O -4.39 -0.22 -1.57  C72 1.360, C75 1.465
75 C -3.02 -0.73 -1.49  O74 1.465, H79 1.090, H80 1.090, H81 1.090
76 H -8.26 0.15 -3.11  C70 1.090
77 H -7.63 -1.55 -3.47  C70 1.090
78 H -7.10 -0.22 -4.41  C70 1.090
79 H -2.70 -0.55 -0.46  C75 1.090
80 H -2.32 -0.28 -2.19  C75 1.090
81 H -2.83 -1.79 -1.62  C75 1.090

Summary:
HOMO-LUMO gap (alpha / beta) (eV): 8.511 / 2.133
Multiplicity: 2
HOMO energy (alpha / beta) (Eh): -0.437 / -0.437
<S²>: 0.76
Charge: +1
Lowest unoccupied orbital energy (alpha / beta) (eV): -3.4 / -9.8

[4]
Entry from the OMol25 dataset: a gas-phase ion, C17H15F3NO5S2 (charge -1) in a non-equilibrium geometry (ωB97M-V/def2-TZVPD).

Bonds (Å) are listed after each position.
Positions of all 43 atoms, in Å:
1 C 0.52 2.74 -0.47  N2 1.428, H9 1.102, H10 1.084, H11 1.088
2 N -0.84 2.33 -0.65  C1 1.428, C3 1.372, S19 2.180
3 C -1.04 0.98 -0.52  N2 1.372, C4 1.597, O8 1.221
4 C -2.09 0.22 0.41  C3 1.597, F5 1.394, F6 1.349, F7 1.346
5 F -1.43 -0.91 0.88  C4 1.394
6 F -2.57 0.82 1.52  C4 1.349
7 F -3.15 -0.22 -0.29  C4 1.346
8 O -0.32 0.21 -1.14  C3 1.221
9 H 1.16 2.01 0.04  C1 1.102
10 H 0.90 2.94 -1.47  C1 1.084
11 H 0.62 3.65 0.11  C1 1.088
12 C -1.32 8.36 2.47  C13 1.401, C31 1.403, H32 1.098
13 C -0.25 7.73 1.81  C12 1.401, C14 1.397, H33 1.096
14 C -0.46 7.10 0.58  C13 1.397, C15 1.397, H34 1.090
15 C -1.74 7.02 0.03  C14 1.397, S16 1.829, C30 1.397
16 S -2.01 6.32 -1.64  C15 1.829, C17 1.833, O28 1.452, O29 1.452
17 C -2.38 4.53 -1.76  S16 1.833, C18 1.379, S19 1.765
18 C -2.30 3.76 -2.90  C17 1.379, H35 1.087, H36 1.103
19 S -2.46 3.71 -0.20  N2 2.180, C17 1.765, C20 1.834, O26 1.482, O27 1.467
20 C -3.84 3.98 0.99  S19 1.834, C21 1.397, C25 1.400
21 C -3.64 4.61 2.22  C20 1.397, C22 1.396, H37 1.097
22 C -4.68 4.64 3.15  C21 1.396, C23 1.406, H38 1.092
23 C -5.88 3.95 2.91  C22 1.406, C24 1.404, H39 1.085
24 C -6.01 3.19 1.73  C23 1.404, C25 1.394, H40 1.089
25 C -4.99 3.22 0.78  C20 1.400, C24 1.394, H41 1.086
26 O -3.12 2.45 -0.61  S19 1.482
27 O -1.42 4.30 0.65  S19 1.467
28 O -3.22 7.00 -2.07  S16 1.452
29 O -0.77 6.48 -2.36  S16 1.452
30 C -2.80 7.65 0.69  C15 1.397, C31 1.400, H42 1.089
31 C -2.61 8.29 1.92  C12 1.403, C30 1.400, H43 1.094
32 H -1.15 8.89 3.41  C12 1.098
33 H 0.75 7.73 2.25  C13 1.096
34 H 0.39 6.68 0.04  C14 1.090
35 H -2.61 2.72 -2.98  C18 1.087
36 H -2.16 4.25 -3.88  C18 1.103
37 H -2.69 5.11 2.43  C21 1.097
38 H -4.55 5.22 4.07  C22 1.092
39 H -6.69 3.99 3.62  C23 1.085
40 H -6.90 2.60 1.54  C24 1.089
41 H -5.11 2.63 -0.13  C25 1.086
42 H -3.80 7.65 0.24  C30 1.089
43 H -3.46 8.72 2.44  C31 1.094

Summary:
HOMO-LUMO gap (eV): 6.809
HOMO energy (Eh): -0.151
Charge: -1
Lowest unoccupied orbital energy (eV): 2.7